(1)
Entry from OMol25: C26H56CdF6NO17S2Zn as an isolated structure (ωB97M-V/def2-TZVPD).

XYZ file:
```
110
Properties=species:S:1:pos:R:3:lowdin_charge:R:1
Zn 23.174 1.156 -9.723 1.16
Cd 18.318 0.648 -3.623 1.44
C 19.709 0.209 -7.573 0.02
C 19.539 0.387 -6.179 -0.31
C 20.522 1.311 -5.332 -0.26
O 20.048 1.640 -4.230 -0.07
C 21.716 1.705 -5.954 0.07
C 21.899 1.490 -7.310 -0.26
C 20.815 0.764 -8.102 -0.33
O 21.057 0.573 -9.356 -0.08
O 22.999 1.781 -7.931 -0.14
O 18.581 -0.066 -5.558 -0.07
H 19.031 -0.430 -8.119 0.13
H 22.545 2.085 -5.375 0.12
C 15.567 3.435 -2.105 -0.62
F 14.989 4.608 -1.839 0.15
F 16.111 3.186 -0.909 0.13
F 14.591 2.571 -2.359 0.14
S 16.910 3.593 -3.497 0.72
O 16.530 4.692 -4.351 -0.25
O 18.244 3.799 -2.962 -0.30
N 16.922 1.961 -4.146 -0.43
S 15.829 2.087 -5.218 0.54
O 15.466 0.822 -5.801 -0.28
O 14.685 2.862 -4.822 -0.26
C 16.761 3.028 -6.664 -0.60
F 17.979 3.471 -6.307 0.10
F 16.942 2.179 -7.697 0.11
F 16.117 4.063 -7.195 0.15
C 21.567 -3.887 -6.288 -0.06
C 20.888 -2.619 -6.826 -0.34
O 19.534 -2.921 -6.913 -0.07
H 22.655 -3.811 -6.335 0.08
H 21.351 -4.684 -7.000 0.08
H 21.199 -4.109 -5.289 0.07
H 21.244 -2.342 -7.824 0.11
H 21.069 -1.793 -6.132 0.08
H 19.048 -2.097 -7.014 0.04
C 18.796 -3.247 -11.092 -0.09
C 18.069 -2.080 -10.499 -0.32
O 16.733 -1.973 -11.038 -0.10
H 19.831 -3.169 -10.760 0.07
H 18.677 -3.320 -12.174 0.08
H 18.279 -4.166 -10.803 0.07
H 18.610 -1.185 -10.813 0.10
H 17.951 -2.104 -9.414 0.08
H 16.136 -2.555 -10.543 0.03
C 18.674 4.673 -10.725 -0.07
C 19.267 3.275 -10.632 -0.26
O 20.117 3.185 -11.794 -0.09
H 17.847 4.663 -11.439 0.08
H 19.376 5.439 -11.050 0.08
H 18.146 4.991 -9.823 0.08
H 18.465 2.541 -10.672 0.13
H 19.912 3.216 -9.755 0.09
H 19.722 2.579 -12.427 0.12
C 23.051 5.145 -11.055 -0.05
C 22.700 4.223 -9.853 -0.22
O 22.438 2.946 -10.484 -0.16
H 22.228 5.128 -11.767 0.08
H 24.008 4.886 -11.509 0.08
H 23.243 6.176 -10.751 0.09
H 21.791 4.600 -9.385 0.13
H 23.523 4.227 -9.142 0.10
H 21.576 3.019 -10.945 0.05
C 24.780 4.089 -5.034 -0.07
C 24.587 4.923 -6.324 -0.30
O 23.300 4.663 -6.837 -0.09
H 24.577 3.035 -5.223 0.06
H 24.266 4.562 -4.199 0.07
H 25.817 4.038 -4.693 0.07
H 25.339 4.711 -7.091 0.11
H 24.840 5.962 -6.109 0.12
H 23.320 3.817 -7.291 0.02
C 21.388 4.779 -0.409 -0.07
C 21.727 4.244 -1.775 -0.32
O 21.334 2.884 -1.894 -0.09
H 22.088 4.301 0.281 0.08
H 20.411 4.361 -0.163 0.07
H 21.493 5.853 -0.278 0.09
H 22.772 4.477 -1.988 0.10
H 21.137 4.849 -2.469 0.12
H 21.199 2.657 -2.821 0.05
C 22.000 -1.590 -3.300 -0.05
C 20.911 -0.904 -2.499 -0.25
O 19.605 -1.054 -3.137 -0.17
H 21.676 -2.586 -3.611 0.07
H 22.914 -1.726 -2.722 0.09
H 22.255 -1.132 -4.257 0.07
H 21.089 0.161 -2.369 0.10
H 20.886 -1.408 -1.533 0.12
H 19.531 -2.013 -3.199 0.11
C 15.500 -1.691 -7.377 -0.09
C 15.721 -3.173 -7.711 -0.26
O 15.296 -3.263 -9.093 -0.10
H 16.160 -1.043 -7.957 0.07
H 15.910 -1.588 -6.372 0.06
H 14.470 -1.424 -7.603 0.09
H 15.104 -3.791 -7.059 0.11
H 16.781 -3.366 -7.535 0.09
H 15.329 -4.147 -9.474 0.10
C 18.336 1.155 0.892 -0.07
C 19.026 0.645 -0.352 -0.31
O 18.832 1.481 -1.502 -0.18
H 18.590 2.144 1.267 0.08
H 18.405 0.503 1.765 0.08
H 17.283 1.059 0.616 0.08
H 18.680 -0.371 -0.542 0.11
H 20.096 0.616 -0.133 0.11
H 19.498 2.178 -1.389 0.06
```

LUMO energy	-5.9	eV
HOMO energy	-0.419	Eh
molar mass	1010.648	g mol⁻¹
energy relative to the best compared isomer or geometry (same formula, charge and spin)	353.5	kJ/mol
frontier orbital gap	0.2007	Eh
charge	+1

=====

(2)
Entry from OMol25: a 7-piece molecular cluster, C26H56ClN6O10 overall (ωB97M-V/def2-TZVPD).

XYZ file:
```
99
Properties=species:S:1:pos:R:3:lowdin_spin:R:1
Cl -0.695 1.186 2.084 0.00
O -1.936 0.481 1.961 0.00
O -0.670 2.473 1.371 0.00
O -0.486 1.448 3.482 0.00
O 0.368 0.393 1.469 0.00
C 3.346 -1.024 -4.648 0.00
C 3.058 -2.074 -3.531 0.02
C 4.148 -1.857 -2.426 0.00
C 3.876 -2.422 -1.086 0.00
C 2.501 -2.116 -0.648 0.00
C 1.395 -2.519 -1.650 0.02
N 1.647 -1.976 -3.005 0.36
O 0.657 -2.261 -3.959 0.54
C 1.249 -4.085 -1.557 0.02
C 0.045 -1.934 -1.140 0.00
C 3.257 -3.432 -4.201 0.02
H 2.938 -1.289 -5.621 0.00
H 4.412 -0.799 -4.663 0.00
H 2.889 -0.080 -4.340 0.00
H 5.091 -2.393 -2.544 0.00
H 4.219 -0.769 -2.347 0.00
H 4.650 -2.237 -0.336 0.00
H 4.086 -3.498 -1.131 0.00
H 2.472 -1.077 -0.314 0.00
H 2.249 -2.737 0.215 0.00
H 0.674 -4.286 -0.656 0.00
H 0.634 -4.331 -2.425 0.00
H 2.185 -4.612 -1.732 0.00
H -0.738 -2.669 -1.324 0.00
H 0.107 -1.748 -0.067 0.00
H -0.245 -0.977 -1.570 0.00
H 4.314 -3.684 -4.321 0.00
H 2.703 -3.414 -5.136 0.00
H 3.049 -4.264 -3.526 0.00
C -1.169 0.644 -4.127 0.02
C -1.248 2.142 -4.130 0.02
C -2.258 2.688 -3.122 0.00
C -1.590 2.973 -1.757 0.00
C -0.369 3.807 -1.910 0.00
C 0.735 3.295 -2.885 0.02
N 0.029 2.891 -4.119 0.37
O 0.874 2.648 -5.173 0.53
C 1.598 4.606 -3.148 0.00
C 1.557 2.235 -2.187 0.02
C -1.943 2.483 -5.452 0.01
H -2.124 0.196 -4.398 0.00
H -1.019 0.314 -3.094 0.00
H -0.311 0.223 -4.648 0.00
H -2.777 3.617 -3.366 0.00
H -3.057 1.978 -2.902 0.00
H -1.429 1.972 -1.349 0.00
H -2.370 3.384 -1.116 0.00
H 0.019 3.833 -0.888 0.00
H -0.543 4.861 -2.135 0.00
H 0.919 5.372 -3.525 0.00
H 2.095 4.977 -2.253 0.00
H 2.333 4.506 -3.948 0.00
H 0.871 1.449 -1.871 0.00
H 2.372 1.954 -2.853 0.00
H 1.969 2.719 -1.302 0.00
H -2.994 2.195 -5.511 0.00
H -1.534 1.909 -6.286 0.00
H -1.898 3.558 -5.625 0.00
O -0.727 5.110 6.106 0.00
C -0.271 4.796 5.025 0.00
N -0.881 5.021 3.843 0.00
C 1.187 4.337 4.855 0.00
H -0.417 4.608 3.050 0.00
H -1.829 5.337 3.970 0.00
H 1.266 3.477 4.184 0.00
H 1.721 4.107 5.774 0.00
H 1.795 5.028 4.267 0.00
O -5.508 -1.721 4.046 0.00
C -5.050 -1.284 2.993 0.00
N -4.673 -0.039 2.713 0.00
C -4.894 -2.238 1.839 0.00
H -4.771 0.683 3.410 0.00
H -3.815 -0.025 2.175 0.00
H -5.515 -3.123 1.948 0.00
H -3.826 -2.466 1.859 0.00
H -5.129 -1.744 0.895 0.00
O -2.851 -1.254 6.969 0.00
C -1.648 -1.421 7.045 0.00
N -0.803 -0.708 6.262 0.00
C -1.007 -2.399 8.008 0.00
H -1.161 0.142 5.847 0.00
H 0.168 -0.824 6.026 0.00
H -0.744 -3.329 7.501 0.00
H -1.775 -2.623 8.750 0.00
H -0.170 -2.162 8.666 0.00
O -1.593 -4.264 2.041 0.00
C -0.609 -3.717 2.559 0.00
N 0.628 -4.035 2.310 0.00
C -0.853 -2.596 3.531 0.00
H 1.468 -3.758 2.790 0.00
H 0.753 -4.754 1.612 0.00
H -0.623 -3.035 4.506 0.00
H -1.871 -2.217 3.572 0.00
H -0.159 -1.757 3.456 0.00
```

LUMO energy (alpha / beta)	2.1 / 1.7	eV
HOMO energy (alpha / beta)	-0.242 / -0.246	Eh
molar mass	648.219	g mol⁻¹
energy relative to the best compared isomer or geometry (same formula, charge and spin)	118.8	kJ/mol
frontier orbital gap (alpha / beta)	0.3199 / 0.3069	Eh
charge	-1
spin multiplicity	3
⟨S²⟩	2.01

=====

(3)
Entry from OMol25: a 4-piece molecular cluster, C26H56F5N2O16P3S overall (ωB97M-V/def2-TZVPD).

XYZ file:
```
109
Properties=species:S:1:pos:R:3:lowdin_charge:R:1
C 0.301 -0.592 3.007 -0.10
C -0.916 -0.103 2.218 -0.24
C -0.540 0.720 0.981 -0.18
C 0.358 -0.061 -0.012 -0.29
C 1.855 0.218 0.226 -0.06
C -0.117 0.090 -1.474 -0.31
S -0.100 1.879 -2.054 0.84
O -1.125 2.585 -1.356 -0.24
O -0.032 1.889 -3.485 -0.24
C 1.473 2.766 -1.554 -0.67
F 1.449 3.899 -2.244 0.16
F 1.486 3.054 -0.261 0.14
F 2.571 2.095 -1.868 0.15
N -1.572 -0.172 -1.555 0.12
C -1.841 -0.347 -2.964 -0.38
O -2.853 -0.081 -3.495 0.19
C -0.642 -1.026 -3.640 -0.28
F -1.107 -2.365 -3.654 0.02
C -0.334 -0.622 -5.068 -0.09
C 0.237 -1.734 -5.955 -0.17
C 1.680 -2.173 -5.699 -0.19
C 2.725 -1.149 -6.139 -0.17
C 4.114 -1.452 -5.606 -0.24
O 4.109 -1.410 -4.190 -0.21
C 5.379 -1.650 -3.625 -0.11
C 0.487 -0.896 -2.562 -0.29
F 1.651 -0.376 -3.101 0.05
C 0.833 -2.307 -2.062 -0.17
N 2.010 -2.370 -1.209 0.05
H 0.783 -1.463 2.553 0.07
H 1.046 0.208 3.063 0.07
H 0.035 -0.845 4.036 0.06
H -1.562 -0.944 1.938 0.11
H -1.505 0.554 2.866 0.11
H 0.004 1.604 1.334 0.11
H -1.445 1.081 0.496 0.10
H 0.191 -1.128 0.190 0.13
H 2.431 0.224 -0.698 0.06
H 2.285 -0.575 0.834 0.08
H 1.998 1.166 0.748 0.07
H -1.752 -1.064 -1.090 0.16
H -1.273 -0.278 -5.512 0.13
H 0.333 0.235 -5.057 0.10
H -0.417 -2.609 -5.938 0.11
H 0.188 -1.342 -6.979 0.12
H 1.844 -3.101 -6.260 0.12
H 1.858 -2.416 -4.648 0.09
H 2.431 -0.132 -5.861 0.12
H 2.804 -1.163 -7.234 0.12
H 4.840 -0.723 -5.994 0.12
H 4.432 -2.451 -5.946 0.13
H 6.180 -1.260 -4.264 0.09
H 5.427 -1.143 -2.659 0.09
H 5.547 -2.724 -3.467 0.09
H -0.025 -2.740 -1.541 0.13
H 0.960 -2.906 -2.968 0.11
H 2.044 -3.291 -0.784 0.09
H 2.840 -2.309 -1.791 0.08
C 4.098 4.126 2.618 -0.09
O 3.580 4.675 3.838 -0.22
P 2.284 4.023 4.484 0.34
O 2.234 2.560 4.468 -0.23
O 1.058 4.687 3.726 -0.21
C 1.176 5.760 2.793 -0.09
O 2.275 4.706 5.901 -0.20
C 2.191 3.902 7.094 -0.08
H 5.108 3.769 2.807 0.09
H 3.489 3.294 2.264 0.08
H 4.124 4.915 1.868 0.09
H 1.526 5.389 1.829 0.08
H 1.851 6.532 3.160 0.09
H 0.180 6.176 2.671 0.09
H 2.782 4.395 7.860 0.09
H 2.573 2.900 6.915 0.08
H 1.154 3.842 7.418 0.08
C 0.414 0.491 12.136 -0.09
O -0.283 0.101 10.942 -0.22
P -0.385 1.130 9.738 0.34
O 0.829 1.889 9.441 -0.23
O -1.632 2.050 10.072 -0.20
C -2.529 1.820 11.159 -0.09
O -0.904 0.189 8.586 -0.20
C -0.238 0.144 7.312 -0.08
H 1.251 -0.188 12.277 0.09
H 0.793 1.510 12.062 0.09
H -0.272 0.407 12.977 0.09
H -2.080 2.145 12.098 0.09
H -2.809 0.769 11.226 0.09
H -3.414 2.419 10.962 0.09
H -0.291 -0.884 6.963 0.08
H 0.800 0.455 7.406 0.08
H -0.755 0.798 6.613 0.09
C -4.188 -2.483 -5.091 -0.09
O -5.440 -2.960 -5.622 -0.22
P -5.419 -3.891 -6.902 0.34
O -4.402 -4.942 -6.926 -0.23
O -5.328 -2.903 -8.140 -0.20
C -5.415 -1.482 -8.030 -0.09
O -6.919 -4.388 -6.928 -0.21
C -7.228 -5.785 -7.014 -0.09
H -4.090 -2.852 -4.072 0.09
H -3.346 -2.847 -5.680 0.08
H -4.203 -1.397 -5.081 0.07
H -4.474 -1.070 -7.666 0.08
H -6.226 -1.185 -7.366 0.09
H -5.607 -1.105 -9.031 0.09
H -8.119 -5.952 -6.412 0.09
H -6.403 -6.386 -6.640 0.08
H -7.432 -6.045 -8.051 0.09
```

LUMO energy	0.5	eV
HOMO energy	-0.363	Eh
molar mass	872.711	g mol⁻¹
SMILES string	CCC[C@H](C)[C@]1(S(=O)(=O)C(F)(F)F)NC(=O)[C@@](F)(CCCCCOC)[C@]1(F)CN.COP(=O)(OC)OC.COP(=O)(OC)OC.COP(=O)(OC)OC
frontier orbital gap	0.3808	Eh

=====

(4)
Entry from OMol25: C26H56F6KNO16S2 as an isolated structure (ωB97M-V/def2-TZVPD).

XYZ file:
```
108
Properties=species:S:1:pos:R:3:lowdin_charge:R:1
K -2.572 -4.306 -3.205 0.87
C 1.419 -4.044 -3.073 -0.67
F 1.490 -4.906 -2.059 0.13
F 2.597 -4.011 -3.669 0.17
F 0.483 -4.475 -3.925 0.10
S 1.022 -2.294 -2.446 0.67
O 1.870 -2.133 -1.283 -0.29
O 1.352 -1.460 -3.580 -0.27
N -0.666 -2.479 -2.045 -0.36
S -0.886 -1.314 -1.053 0.52
O -0.592 -1.492 0.358 -0.29
O -0.468 -0.015 -1.561 -0.30
C -2.784 -1.127 -1.182 -0.64
F -3.430 -2.045 -0.435 0.11
F -3.106 0.074 -0.726 0.15
F -3.165 -1.257 -2.468 0.08
C -1.350 5.405 6.791 -0.13
O -1.416 4.098 6.296 -0.17
C -2.662 3.814 5.687 -0.21
C -2.698 2.345 5.364 -0.18
O -1.744 2.018 4.358 -0.14
C -1.570 0.633 4.187 -0.20
C -0.603 0.432 3.031 -0.20
O 0.604 1.068 3.440 -0.18
C 1.652 0.888 2.516 -0.10
H -0.350 5.565 7.194 0.09
H -2.082 5.570 7.593 0.09
H -1.493 6.155 6.003 0.09
H -2.877 4.525 4.882 0.13
H -3.479 4.034 6.389 0.12
H -3.670 2.101 4.926 0.13
H -2.440 1.769 6.253 0.13
H -2.576 0.239 3.979 0.13
H -1.153 0.133 5.071 0.13
H -0.918 0.965 2.130 0.13
H -0.430 -0.626 2.824 0.10
H 2.529 1.377 2.939 0.09
H 1.412 1.242 1.512 0.09
H 1.954 -0.166 2.452 0.08
C 1.163 -3.324 3.854 -0.12
O 0.997 -4.452 3.051 -0.15
C 0.554 -4.157 1.758 -0.21
C 0.424 -5.336 0.826 -0.17
O -0.564 -6.245 1.317 -0.12
C -0.639 -7.438 0.565 -0.21
C -1.089 -7.284 -0.873 -0.20
O -2.092 -6.299 -1.060 -0.25
C -3.237 -6.564 -0.283 -0.10
H 1.268 -3.602 4.903 0.09
H 0.289 -2.661 3.853 0.08
H 2.043 -2.726 3.600 0.09
H 1.106 -3.383 1.209 0.12
H -0.455 -3.731 1.858 0.13
H 1.349 -5.876 0.590 0.14
H 0.063 -4.951 -0.132 0.10
H -1.319 -8.105 1.102 0.12
H 0.318 -7.965 0.668 0.13
H -1.443 -8.276 -1.182 0.13
H -0.235 -7.041 -1.507 0.12
H -3.974 -5.770 -0.424 0.09
H -3.031 -6.627 0.785 0.10
H -3.760 -7.474 -0.607 0.10
C 3.946 0.439 -1.954 -0.11
O 4.695 1.233 -1.068 -0.18
C 6.034 1.389 -1.473 -0.22
C 6.692 2.469 -0.596 -0.19
O 8.039 2.628 -0.943 -0.13
C 8.318 3.307 -2.143 -0.20
C 9.654 4.009 -2.036 -0.23
O 9.640 5.169 -1.243 -0.17
C 10.853 5.874 -1.333 -0.12
H 2.950 0.376 -1.527 0.08
H 4.420 -0.535 -2.141 0.09
H 3.908 0.860 -2.971 0.09
H 6.070 1.781 -2.501 0.12
H 6.548 0.423 -1.480 0.13
H 6.605 2.126 0.435 0.13
H 6.101 3.384 -0.683 0.13
H 7.563 4.046 -2.435 0.14
H 8.413 2.547 -2.927 0.13
H 10.011 4.233 -3.050 0.12
H 10.388 3.280 -1.664 0.13
H 10.716 6.822 -0.818 0.09
H 11.260 5.994 -2.342 0.08
H 11.615 5.301 -0.777 0.09
C -8.862 0.036 -3.395 -0.11
O -7.696 0.715 -3.803 -0.18
C -6.520 -0.061 -3.709 -0.21
C -5.320 0.849 -3.894 -0.22
O -5.163 1.704 -2.804 -0.12
C -4.047 2.586 -2.950 -0.17
C -3.805 3.347 -1.671 -0.22
O -4.927 4.131 -1.380 -0.16
C -4.723 4.990 -0.281 -0.11
H -9.682 0.727 -3.586 0.09
H -8.895 -0.260 -2.345 0.09
H -9.000 -0.821 -4.064 0.08
H -6.494 -0.849 -4.473 0.12
H -6.563 -0.526 -2.716 0.12
H -5.515 1.418 -4.816 0.13
H -4.389 0.301 -4.086 0.11
H -4.226 3.201 -3.835 0.13
H -3.183 1.950 -3.178 0.12
H -2.923 3.973 -1.872 0.13
H -3.499 2.693 -0.849 0.12
H -4.238 5.927 -0.587 0.09
H -4.077 4.463 0.427 0.09
H -5.635 5.342 0.199 0.08
```

LUMO energy	-1.3	eV
HOMO energy	-0.325	Eh
molar mass	855.945	g mol⁻¹
frontier orbital gap	0.2765	Eh

=====

- Which formula does entry 2 have?
  C26H56ClN6O10